Entry 1:
{"formula": "C19H28BF4O2Yb", "method": "wB97M-V/def2-TZVPD", "symbols": ["O", "C", "C", "H", "H", "C", "H", "H", "C", "H", "H", "H", "C", "H", "H", "H", "Yb", "C", "C", "C", "H", "C", "C", "H", "H", "H", "H", "C", "C", "C", "H", "C", "C", "H", "H", "H", "H", "O", "C", "C", "H", "H", "C", "H", "H", "C", "H", "H", "H", "H", "F", "B", "F", "F", "F"], "positions_angstrom": [[-0.52480, 2.21622, -2.98273], [0.44088, 2.71025, -3.96466], [-0.54749, 3.70620, -4.56198], [0.73514, 1.89736, -4.64755], [1.30890, 3.18772, -3.48948], [-1.55000, 3.06455, -3.57617], [-0.75418, 3.54003, -5.62256], [-0.32782, 4.75105, -4.33980], [-2.60179, 2.25000, -4.29910], [-2.13514, 1.61220, -5.06403], [-3.30780, 2.92256, -4.80480], [-3.15369, 1.61694, -3.59307], [-2.14859, 3.99108, -2.53980], [-1.37149, 4.57208, -2.02735], [-2.69461, 3.39561, -1.80052], [-2.85592, 4.67723, -3.01968], [1.05428, -2.45865, -2.13855], [1.44060, 0.70386, 0.55968], [2.16704, -0.48260, 0.27397], [2.61141, -0.41280, -1.07892], [2.35660, -1.30674, 0.95899], [2.15718, 0.82810, -1.62388], [1.47373, 1.53308, -0.59649], [1.06109, 2.53310, -0.67490], [0.92041, 0.92555, 1.48966], [3.24800, -1.14720, -1.57841], [2.32652, 1.18941, -2.63770], [-1.31766, -1.33388, 0.53887], [-1.76341, -0.11000, -0.02150], [-2.00788, -0.31757, -1.40199], [-1.89716, 0.83080, 0.51147], [-1.70292, -1.68240, -1.70269], [-1.30324, -2.31709, -0.49066], [-1.09578, -3.38133, -0.35955], [-1.05604, -1.48929, 1.58182], [-2.41511, 0.42284, -2.08630], [-1.84396, -2.18173, -2.66297], [1.19591, -2.65629, -4.23183], [0.16312, -1.92120, -4.99655], [0.47381, -2.08926, -6.48666], [0.19981, -0.86615, -4.69170], [-0.81387, -2.35208, -4.73108], [1.64891, -3.08366, -6.59827], [0.75301, -1.13585, -6.94943], [-0.42172, -2.43903, -7.01816], [2.08232, -3.41442, -5.16606], [2.46553, -2.65383, -7.19648], [1.32749, -3.99799, -7.10432], [3.11930, -3.12273, -4.95143], [1.94009, -4.47900, -4.93739], [3.09756, -3.53657, -1.93252], [2.29439, -4.45078, -1.08544], [2.98035, -5.52686, -0.65407], [1.76702, -3.57973, -0.06124], [1.13198, -4.74731, -1.92794]], "e_tot_ev": -67331.181, "spin_multiplicity": 2, "homo_ev": [-6.753, -6.452], "gap_ha": [0.245, 0.166], "largest_force_ha_per_bohr": 0.077}



Entry 2:
{"formula": "C18H33CaN3OP2", "method": "wB97M-V/def2-TZVPD", "symbols": ["Ca", "P", "P", "N", "N", "H", "H", "H", "C", "H", "C", "H", "H", "C", "C", "H", "C", "H", "H", "H", "H", "H", "O", "C", "C", "C", "H", "H", "H", "H", "H", "H", "H", "C", "H", "C", "N", "C", "C", "C", "C", "C", "C", "C", "C", "H", "H", "H", "H", "H", "H", "H", "H", "H", "H", "H", "H", "H"], "positions_angstrom": [[0.62113, -0.06113, -0.43071], [1.02092, 2.83974, -0.81403], [2.34071, -2.43196, -0.25681], [-1.33433, 0.70718, -1.51218], [-0.61334, -1.85451, -1.32153], [-2.97716, 0.04139, -2.74058], [-2.69632, -2.33034, -1.53738], [-3.13777, -0.17259, -1.00203], [-2.40845, -0.23436, -1.82976], [-1.85593, -1.85915, -3.06102], [-1.91916, -1.67451, -1.96900], [-1.66633, 1.79368, -3.36984], [-0.73328, -3.88661, -1.85167], [-0.90120, 1.53815, -2.53566], [-0.12241, -3.07927, -1.40783], [-1.11115, 3.63261, -1.56486], [-0.36182, 2.95914, -2.05504], [0.00000, 3.47948, -2.95330], [3.39031, -2.62217, -1.21330], [2.81738, -3.37941, 0.69426], [1.99652, 3.46612, -1.61146], [0.66234, 4.00596, -0.06437], [1.87422, 0.49364, -2.23771], [1.23614, 0.44803, -3.43174], [1.73296, 1.54184, -4.41188], [1.43614, -0.96788, -4.02370], [-0.04152, 0.91702, -3.11284], [1.32955, 2.51725, -4.11798], [2.82784, 1.62584, -4.48649], [1.40529, 1.26449, -5.41390], [1.04641, -1.73905, -3.33660], [0.95989, -1.02488, -5.01323], [2.53200, -1.14232, -4.13542], [1.14538, -3.50055, -1.01477], [1.37903, -4.54227, -1.22217], [-2.00210, 1.33738, 3.24189], [-1.96003, -0.07024, 3.71661], [-3.31868, -0.67260, 3.74008], [-0.97167, -0.93345, 2.94057], [0.40742, -0.36678, 3.09886], [0.92574, -0.27612, 4.42019], [2.13874, 0.38664, 4.64145], [2.83968, 0.90983, 3.56959], [2.33395, 0.77901, 2.25164], [1.13193, 0.13560, 2.05288], [-2.29615, 1.34923, 2.18606], [-1.01562, 1.78822, 3.36874], [-2.74324, 1.86949, 3.84445], [-1.61958, -0.05385, 4.69176], [-3.72495, -0.69056, 2.72333], [-3.24330, -1.69036, 4.13114], [-3.95667, -0.07027, 4.39435], [-1.07533, -1.94066, 3.36120], [-1.31730, -0.96191, 1.89620], [0.37469, -0.69269, 5.26195], [2.52648, 0.47015, 5.66401], [3.79276, 1.42289, 3.74766], [2.89924, 1.20248, 1.42189]], "total_charge": 1, "e_tot_ev": -62724.924, "spin_multiplicity": 2, "homo_ev": [-9.830, -9.830], "gap_ha": [0.274, 0.192], "largest_force_ha_per_bohr": 0.101}